# C37H78NO9P2

A cluster of 3 separate species, C37H78NO9P2 in total at a distorted geometry (ωB97M-V with the def2-TZVPD basis set, the OMol25 dataset).

Geometry as ORCA input:
```
! wB97M-V def2-TZVPD RIJCOSX def2/J DEFGRID3
* xyz 1 1
C -0.1605 -5.8771 6.8437
C -0.3780 -6.5931 5.9115
C -0.6217 -7.4950 4.7920
N -1.9634 -7.3451 4.1535
C -2.0311 -8.3399 3.0114
C -1.4466 -7.6904 1.7621
O -2.3776 -6.7606 1.2582
C -3.0478 -6.0696 2.2944
C -2.2368 -5.9457 3.5910
C -3.0039 -5.1268 4.6284
C -3.5409 -3.7896 4.0860
C -4.0406 -2.8558 5.2076
C -3.5832 -1.3976 5.0703
C -2.0467 -1.2545 4.8464
C -1.7094 -0.8165 3.4121
C -0.2275 -0.3596 3.3234
C -0.0234 0.9866 2.5879
C 0.5531 0.8296 1.1530
C 1.6796 1.8306 0.8694
C 2.9938 1.4792 1.5760
C 3.5450 0.0890 1.2315
C 3.6746 -0.1527 -0.2880
C 4.7640 -1.1964 -0.5469
C 4.8237 -1.7101 -1.9834
C 3.5260 -2.4034 -2.4682
C 3.0040 -1.7566 -3.7540
C 1.5942 -2.3073 -4.0623
H 0.1982 -5.3799 7.7174
H -0.5766 -8.5145 5.1851
H 0.1641 -7.4303 4.0409
H -2.7394 -7.5747 4.7758
H -3.0364 -8.7264 2.8672
H -1.3953 -9.1964 3.2452
H -1.2717 -8.4494 1.0002
H -0.4740 -7.2297 1.9754
H -3.3085 -5.0872 1.9111
H -4.0014 -6.5597 2.5489
H -1.2654 -5.4811 3.4082
H -2.4157 -4.9027 5.5171
H -3.8778 -5.7137 4.9495
H -4.3912 -3.9903 3.4287
H -2.7811 -3.3333 3.4466
H -3.7775 -3.2833 6.1803
H -5.1337 -2.8613 5.1669
H -3.8390 -0.8533 5.9803
H -4.1260 -0.9502 4.2342
H -1.6688 -0.5333 5.5702
H -1.5969 -2.2321 5.0612
H -1.8794 -1.6214 2.6939
H -2.3547 0.0371 3.1950
H 0.4162 -1.1249 2.8841
H 0.1066 -0.2077 4.3533
H 0.7282 1.5297 3.1641
H -0.9479 1.5640 2.5470
H -0.2469 0.9052 0.4113
H 0.9131 -0.2018 1.0819
H 1.7974 2.0247 -0.1987
H 1.3427 2.7796 1.3083
H 2.7786 1.4731 2.6525
H 3.7596 2.2458 1.4432
H 2.9564 -0.7125 1.6830
H 4.5652 0.0444 1.6281
H 3.8787 0.7944 -0.7976
H 2.7016 -0.4918 -0.6614
H 5.7240 -0.7302 -0.2971
H 4.6306 -2.0129 0.1719
H 5.1239 -0.9263 -2.6831
H 5.6302 -2.4506 -2.0155
H 2.7604 -2.4771 -1.6914
H 3.7937 -3.4325 -2.7300
H 3.0198 -0.6650 -3.7047
H 3.6355 -2.0455 -4.5994
H 1.6635 -3.3939 -4.1371
H 1.1575 -1.8745 -4.9613
H 0.9633 -2.0648 -3.2009
O -0.3618 4.9308 4.4891
P -0.0425 6.2712 3.9399
O -0.9045 7.3485 4.7880
C -0.6616 7.4842 6.1926
C 0.6002 8.2778 6.4745
O -0.8948 6.2641 2.5420
C -1.0967 5.0468 1.8261
C -2.5476 4.6275 1.9275
O 1.1106 7.2400 3.3867
C 0.9703 8.1428 2.2788
C 0.0419 9.3020 2.5518
H -0.6131 6.4973 6.6597
H -1.5270 8.0006 6.6064
H 1.4862 7.7468 6.1189
H 0.7124 8.4503 7.5453
H 0.5740 9.2400 5.9633
H -0.4382 4.2593 2.1938
H -0.8360 5.2328 0.7808
H -2.8473 4.5231 2.9705
H -2.7175 3.6785 1.4146
H -3.1928 5.3862 1.4828
H 0.6902 7.6079 1.3738
H 1.9762 8.5269 2.1022
H -0.9966 8.9783 2.6088
H 0.1246 10.0313 1.7448
H 0.2924 9.7893 3.4937
O 1.3755 -0.9496 -8.1169
P 0.3856 -0.0816 -8.7990
O 1.1230 0.5533 -10.0935
C 1.5873 -0.3207 -11.1286
C 0.4532 -0.8005 -12.0148
O 0.3639 1.2264 -7.8148
C 0.5868 1.0776 -6.4128
C 1.9306 1.6556 -6.0400
O -1.1422 0.0812 -9.2670
C -1.8940 1.3025 -9.2174
C -1.4176 2.3511 -10.1943
H 2.1231 -1.1662 -10.6903
H 2.3034 0.2518 -11.7169
H -0.2451 -1.4268 -11.4548
H 0.8412 -1.3842 -12.8500
H -0.1140 0.0433 -12.4077
H 0.5202 0.0324 -6.1124
H -0.2092 1.6204 -5.8958
H 2.7305 1.1838 -6.6110
H 2.1317 1.5180 -4.9757
H 1.9676 2.7219 -6.2682
H -1.9397 1.6907 -8.2020
H -2.9141 1.0137 -9.4756
H -0.4523 2.7616 -9.9013
H -2.1372 3.1703 -10.2275
H -1.3134 1.9333 -11.1953
*
```

Summary:
LUMO level   -2.69 eV
Calculated total energy   -2870.99325 Eh
Kohn-Sham gap   0.320 hartree

Atom charges from the Löwdin analysis, given in e for atoms 1 to 99: atom 1 (C): 0.168, atom 2 (C): -0.098, atom 3 (C): -0.123, atom 4 (N): -0.034, atom 5 (C): -0.067, atom 6 (C): -0.165, atom 7 (O): -0.084, atom 8 (C): -0.142, atom 9 (C): -0.211, atom 10 (C): -0.144, atom 11 (C): -0.193, atom 12 (C): -0.195, atom 13 (C): -0.187, atom 14 (C): -0.205, atom 15 (C): -0.198, atom 16 (C): -0.188, atom 17 (C): -0.182, atom 18 (C): -0.199, atom 19 (C): -0.212, atom 20 (C): -0.205, atom 21 (C): -0.214, atom 22 (C): -0.216, atom 23 (C): -0.224, atom 24 (C): -0.207, atom 25 (C): -0.227, atom 26 (C): -0.266, atom 27 (C): -0.103, atom 28 (H): 0.059, atom 29 (H): 0.147, atom 30 (H): 0.143, atom 31 (H): 0.189, atom 32 (H): 0.150, atom 33 (H): 0.138, atom 34 (H): 0.146, atom 35 (H): 0.129, atom 36 (H): 0.136, atom 37 (H): 0.147, atom 38 (H): 0.172, atom 39 (H): 0.098, atom 40 (H): 0.135, atom 41 (H): 0.114, atom 42 (H): 0.096, atom 43 (H): 0.110, atom 44 (H): 0.111, atom 45 (H): 0.109, atom 46 (H): 0.111, atom 47 (H): 0.109, atom 48 (H): 0.105, atom 49 (H): 0.098, atom 50 (H): 0.106, atom 51 (H): 0.099, atom 52 (H): 0.099, atom 53 (H): 0.097, atom 54 (H): 0.099, atom 55 (H): 0.108, atom 56 (H): 0.082, atom 57 (H): 0.105, atom 58 (H): 0.096, atom 59 (H): 0.101, atom 60 (H): 0.114, atom 61 (H): 0.101, atom 62 (H): 0.108, atom 63 (H): 0.120, atom 64 (H): 0.101, atom 65 (H): 0.113, atom 66 (H): 0.114, atom 67 (H): 0.109, atom 68 (H): 0.103, atom 69 (H): 0.100, atom 70 (H): 0.107, atom 71 (H): 0.094, atom 72 (H): 0.112, atom 73 (H): 0.072, atom 74 (H): 0.049, atom 75 (H): 0.067, atom 76 (O): -0.222, atom 77 (P): 0.524, atom 78 (O): -0.197, atom 79 (C): -0.272, atom 80 (C): -0.076, atom 81 (O): -0.228, atom 82 (C): -0.288, atom 83 (C): -0.072, atom 84 (O): -0.201, atom 85 (C): -0.253, atom 86 (C): -0.069, atom 87 (H): 0.110, atom 88 (H): 0.119, atom 89 (H): 0.073, atom 90 (H): 0.079, atom 91 (H): 0.073, atom 92 (H): 0.084, atom 93 (H): 0.119, atom 94 (H): 0.078, atom 95 (H): 0.071, atom 96 (H): 0.077, atom 97 (H): 0.112, atom 98 (H): 0.121, atom 99 (H): 0.075